# 1
Entry from the OMol25 dataset: 2 unconnected molecules or ions with the total composition C4H9NO3 in a non-equilibrium geometry (ωB97M-V with the def2-TZVPD basis set).

Results
Expectation value of S²   0.77
Energy relative to the best compared isomer or geometry (same formula, charge and spin)   20.65 kcal/mol
Orbital gap (alpha / beta)   3.80 / 8.82 eV
Charge   -1
LUMO (alpha / beta)   4.1 / 3.9 eV
2S+1   2
Highest occupied orbital energy (alpha / beta)   0.263 / -4.925 eV
DFT total energy   -438.26642 a.u.

The geometry in XYZ format:
```
17
Properties=species:S:1:pos:R:3:lowdin_charge:R:1
O -0.2013 -1.6960 -0.4397 -0.105
C -0.5498 -0.5644 -0.1017 -0.520
N 0.3795 0.4734 -0.5238 0.119
C 0.2053 1.8884 -0.3829 -0.415
O 1.1467 2.6139 -0.6386 -0.089
C -1.8931 -0.1359 0.4759 -0.248
C -1.7549 0.0156 1.9414 -0.167
H 1.1715 0.3093 -1.0667 0.091
H -0.7193 2.1796 0.1200 0.085
H -2.5532 -0.9348 0.1584 0.089
H -2.3512 0.7391 -0.0559 0.085
H -1.0482 0.7525 2.2848 0.057
H -2.6237 0.4617 2.5091 0.065
H -1.5211 -0.8202 2.5685 0.059
H 2.4952 -2.7593 -0.0676 0.032
H 1.5051 -2.1103 -0.7777 -0.050
O 2.4225 -1.9621 -0.6219 -0.088
```

***

# 2
Entry from the OMol25 dataset: 2 unconnected molecules or ions with the total composition C4H9NO3 in a non-equilibrium geometry (ωB97M-V with the def2-TZVPD basis set).

Results
Energy relative to the best compared isomer or geometry (same formula, charge and spin)   83.04 kcal/mol
Orbital gap   8.63 eV
Charge   0
LUMO   -0.5 eV
Structure (SMILES)   CC(=O)O.CC(N)=O
Highest occupied orbital energy   -9.156 eV
DFT total energy   -438.19673 a.u.

The geometry in XYZ format:
```
17
Properties=species:S:1:pos:R:3:lowdin_charge:R:1
C -1.9445 -0.3368 0.8210 -0.012
C -1.1390 -0.6011 -0.4151 -0.376
O -0.5120 -2.1490 -0.0825 -0.155
O -1.4754 -0.3857 -1.5427 0.150
H 0.3667 -2.5654 -0.0483 0.056
H -2.0876 0.7391 0.9344 0.087
H -2.9081 -0.8302 0.6764 0.104
H -1.4512 -0.7259 1.7077 0.088
C 1.4506 0.6518 -1.3054 -0.007
C 0.9489 0.2460 0.0680 -0.559
N 0.7818 1.3067 0.9681 0.147
O 1.2364 -0.8949 0.5262 -0.004
H 0.9398 1.0727 1.9390 0.111
H 1.0709 2.2280 0.6712 0.100
H 2.5178 0.8776 -1.2497 0.094
H 1.2881 -0.1679 -2.0046 0.092
H 0.9168 1.5352 -1.6637 0.085
```

***

# 3
Entry from the OMol25 dataset: 2 unconnected molecules or ions with the total composition C4H9NO3 in a non-equilibrium geometry (ωB97M-V with the def2-TZVPD basis set).

Results
Energy relative to the best compared isomer or geometry (same formula, charge and spin)   44.90 kcal/mol
Orbital gap   8.41 eV
Charge   0
LUMO   0.5 eV
Structure (SMILES)   C/C=C/N.O=C(O)O
Highest occupied orbital energy   -7.957 eV
DFT total energy   -438.25751 a.u.

The geometry in XYZ format:
```
17
Properties=species:S:1:pos:R:3:lowdin_charge:R:1
C -0.1268 0.5393 -0.9724 -0.280
C 0.2449 1.1918 0.1683 -0.176
C 1.6276 1.1442 0.7172 -0.110
C -0.7948 -1.5476 0.2387 -0.622
N -1.2804 0.8635 -1.6799 0.041
O 0.4451 -2.0746 0.4592 0.085
O -1.1121 -0.8050 1.3873 0.062
O -1.6200 -2.1106 -0.4542 0.109
H 0.5082 -2.7826 -0.2091 0.139
H -0.3688 -0.9474 2.0014 0.121
H 0.6402 0.0810 -1.5935 0.131
H -0.4715 1.8311 0.6752 0.108
H -2.0448 1.1250 -1.0603 0.093
H -1.5957 0.0826 -2.2532 0.082
H 2.0416 0.1349 0.6516 0.068
H 1.6347 1.4463 1.7676 0.071
H 2.2724 1.8283 0.1559 0.076
```

***

# 4
Entry from the OMol25 dataset: 4 unconnected molecules or ions with the total composition C4H9NO3 (ωB97M-V with the def2-TZVPD basis set).

Results
Energy relative to the best compared isomer or geometry (same formula, charge and spin)   112.38 kcal/mol
Orbital gap   8.83 eV
Charge   0
LUMO   -0.4 eV
Highest occupied orbital energy   -9.186 eV
DFT total energy   -438.14998 a.u.

The geometry in XYZ format:
```
17
Properties=species:S:1:pos:R:3:lowdin_charge:R:1
C -2.1294 0.5243 -0.8303 -0.240
C -1.0778 1.3870 -1.2839 -0.056
O -2.3488 -0.5773 -1.5342 0.070
H -3.0179 -1.1401 -1.1205 0.137
H -2.9573 0.9071 -0.2427 0.123
H -1.5998 -0.1150 0.7209 0.096
H -0.8560 1.2463 -2.3411 0.109
H -0.0874 1.0685 -0.7488 0.077
H -1.2434 2.4278 -1.0161 0.098
C 1.3496 -0.5060 0.4464 -0.705
C 3.2983 -0.9883 1.6292 -0.025
O 1.2573 0.6707 0.0322 -0.017
N 2.6531 -1.0469 0.5497 0.084
O 0.4001 -1.2968 0.7297 -0.033
H -0.8465 -0.5965 0.7884 0.127
H 2.9057 -0.5540 2.5541 0.087
H 4.3003 -1.4107 1.6670 0.067
```

***

# 5
Entry from the OMol25 dataset: 2 unconnected molecules or ions with the total composition C4H9NO3 in a non-equilibrium geometry (ωB97M-V with the def2-TZVPD basis set).

Results
Energy relative to the best compared isomer or geometry (same formula, charge and spin)   24.21 kcal/mol
Orbital gap   10.60 eV
Charge   0
LUMO   0.8 eV
Structure (SMILES)   C/N=C/O.CC(=O)O
Highest occupied orbital energy   -9.801 eV
DFT total energy   -438.29049 a.u.

The geometry in XYZ format:
```
17
Properties=species:S:1:pos:R:3:lowdin_charge:R:1
C -0.1084 0.1066 -1.8029 -0.323
C -1.2891 -1.6305 -0.9381 -0.148
C 1.0351 0.0128 1.8892 0.011
N 0.0021 -1.0784 -1.3458 -0.008
C 0.0912 1.0994 1.4880 -0.584
O 1.0036 0.7233 -2.2054 0.029
O 0.7206 2.2061 1.0525 0.087
O -1.1252 1.0570 1.5468 0.064
H 1.7394 0.1018 -2.0703 0.115
H -0.0048 2.8252 0.8282 0.135
H -1.0130 0.7236 -1.9119 0.152
H -1.7047 -1.0826 -0.0865 0.064
H -1.1505 -2.6707 -0.6278 0.068
H -2.0093 -1.6221 -1.7635 0.075
H 0.7116 -0.9316 1.4455 0.080
H 1.0574 -0.0678 2.9779 0.095
H 2.0437 0.2277 1.5241 0.088
```

***

# 6
Entry from the OMol25 dataset: a molecular structure, C4H9NO3 in a non-equilibrium geometry (ωB97M-V with the def2-TZVPD basis set).

Results
Energy relative to the best compared isomer or geometry (same formula, charge and spin)   74.46 kcal/mol
Orbital gap   9.99 eV
Charge   0
LUMO   0.7 eV
Highest occupied orbital energy   -9.325 eV
DFT total energy   -438.21041 a.u.

The geometry in XYZ format:
```
17
Properties=species:S:1:pos:R:3:lowdin_charge:R:1
C -0.7186 -0.7388 -0.6807 -0.373
C -1.4087 0.1423 0.3700 -0.114
C -0.3638 1.1793 0.8003 -0.120
N 0.5425 -1.1187 0.0199 -0.073
C 1.0473 0.6126 0.6237 -0.368
O 1.5739 -1.4931 -0.8157 -0.014
O -0.4111 -0.0718 -1.8437 0.016
O 1.7597 0.9734 -0.3390 -0.093
H 2.0215 -0.6139 -1.0221 0.106
H 0.2915 0.5997 -1.6296 0.104
H 0.4170 -1.8268 0.7403 0.170
H -1.3100 -1.6219 -0.9543 0.158
H -1.7130 -0.4749 1.2167 0.113
H -2.2929 0.6096 -0.0564 0.119
H 1.5269 0.2930 1.5675 0.134
H -0.5154 1.4831 1.8354 0.112
H -0.4466 2.0667 0.1677 0.122
```

***

# 7
Entry from the OMol25 dataset: a molecular structure, C4H9NO4 in a non-equilibrium geometry (ωB97M-V with the def2-TZVPD basis set).

Results
Energy relative to the best compared isomer or geometry (same formula, charge and spin)   0.79 kcal/mol
Orbital gap   7.68 eV
Charge   -2
LUMO   6.8 eV
Highest occupied orbital energy   -0.898 eV
DFT total energy   -513.51076 a.u.

The geometry in XYZ format:
```
18
Properties=species:S:1:pos:R:3:lowdin_charge:R:1
O -0.5672 2.2286 2.1713 -0.118
C -0.4525 0.9734 2.1802 -0.727
O 0.1293 0.2669 3.0304 -0.095
C -1.0710 0.2169 0.9593 -0.329
C 0.0633 -0.0294 -0.0971 -0.140
C 0.4315 -1.4915 -0.4294 -0.406
O 0.8146 -1.6780 -1.7412 -0.279
N -2.1865 0.9803 0.3850 -0.001
H -1.4012 -0.7629 1.2979 0.104
H 0.9529 0.5771 0.0820 0.112
H -0.3298 0.3443 -1.0372 0.084
H 1.2558 -1.7545 0.2821 0.096
H -0.3511 -2.2039 -0.1125 0.084
H -1.9177 1.3593 -0.5151 0.034
H -2.2620 1.7991 0.9875 0.034
H 2.4941 0.5418 -2.5644 -0.079
H 1.7439 -0.9751 -2.1750 -0.033
O 2.6537 -0.3924 -2.7036 -0.340
```

***

What are the M values for these records? In order: 119.12; 119.12; 119.12; 119.12; 119.12; 119.12; 135.12 u.